[1]
Below is 7 unconnected molecules or ions with the total composition C21H60ClN3O16S3, with properties calculated with ωB97M-V with the def2-TZVPD basis set.

## Properties
Kohn-Sham gap (spin up / spin down) = 7.30 / 2.88 eV
HOMO energy (spin up / spin down) = -16.2 / -16.2 eV
<S²> = 0.767

```
! RIJCOSX wB97M-V def2-TZVPD def2/J DEFGRID3
* xyz 3 2
Cl -0.4124 -1.4133 0.1138
S -4.0877 2.2443 -1.4778
S 2.1948 -2.4340 4.6493
S -4.8837 -5.1297 0.3151
O 3.2192 -3.1295 3.5645
O -4.8378 -4.8066 -1.1184
O 1.5547 2.7554 2.2777
O -0.2267 -2.8895 -0.0099
O -2.0532 2.4431 -5.3132
O 2.4629 -3.0761 5.9767
O -5.7361 -6.2245 0.8100
O -2.6530 2.4721 -1.5971
O 5.0041 -0.1544 1.5946
O 0.8828 -0.8915 0.0450
O -5.2716 -3.8320 1.2878
O 2.3446 -1.0017 4.5285
O -1.2450 -0.9589 -0.9663
O -4.4807 2.1284 0.1545
O -1.0111 -1.0392 1.3247
O -4.9912 3.1557 -2.1214
N 3.6675 0.6300 -0.8179
N -0.0780 1.8296 -3.4003
N 1.5795 4.7533 0.1885
C -4.5532 0.4606 -1.9938
C 5.0300 -0.0918 -0.8875
C 0.3241 4.4026 0.9430
C -1.7075 1.0058 -5.1209
C 0.1690 -0.4607 -4.3551
C -0.3126 0.9541 -4.6268
C 5.7372 -0.0605 2.8296
C -3.5811 1.4650 1.0957
C 1.9914 1.3944 2.5050
C 5.7834 0.2966 -2.1245
C -0.8257 4.6815 -0.0863
C -3.7524 -2.5717 2.7394
C -3.3787 2.6533 -5.7773
C 3.0159 -2.8765 2.1761
C -3.1285 -5.5446 0.7679
C 3.9591 -3.6048 1.2573
C -4.0434 1.7748 2.4491
C -4.4783 -2.6710 1.3925
C 0.4728 2.8864 1.3597
C 5.8325 0.0626 0.4838
C 0.5271 -2.8842 4.0295
H 5.2037 0.1773 -3.0399
H 2.0110 -3.0829 1.8079
H 1.1770 -0.5315 -3.9464
H -3.6277 2.1299 -6.7004
H 0.8852 1.9638 -3.1276
H 3.2613 0.5971 -1.7420
H 2.8227 1.1561 1.8415
H -3.4868 -1.5158 2.7903
H 6.4797 -0.8533 2.9205
H -5.0568 1.4214 2.6393
H -2.6135 -4.8168 0.1409
H -0.7647 3.9736 -0.9128
H 0.2532 -2.2733 3.1693
H -1.8191 4.5294 0.3357
H 0.3769 1.4902 -5.2789
H -4.6303 0.4029 -3.0796
H 4.0782 -4.6011 1.6832
H -2.9036 -3.2539 2.6934
H -4.3461 -2.8674 3.6044
H 0.6323 2.3935 0.4007
H -0.5387 -0.9017 -3.6532
H 6.3516 0.8361 2.9121
H -1.8286 0.4973 -6.0774
H 3.6187 -3.6887 0.2252
H 2.3602 1.2450 3.5198
H -5.1687 -1.8284 1.3543
H -0.8462 5.6898 -0.5000
H -3.0458 -5.3631 1.8395
H -3.9654 2.8503 2.6085
H 2.9474 0.3635 -0.1619
H 6.5993 -0.7107 0.5291
H 5.1130 -0.1949 3.7130
H 0.1622 -1.0894 -5.2455
H -5.4602 0.2408 -1.4307
H -0.1333 -2.5879 4.8445
H 4.7910 -1.1518 -0.9736
H -0.4104 1.4343 -2.5323
H 0.5119 -3.9536 3.8190
H 3.7831 1.6300 -0.7358
H -2.4757 0.6838 -4.4178
H -3.7612 0.4259 0.8202
H 3.1146 -1.7978 2.0548
H -0.3353 2.8047 -3.4570
H 2.3842 4.2773 0.5705
H 1.8225 5.7321 0.1348
H -3.5017 3.6906 -6.0888
H -2.5387 1.7613 0.9789
H -3.0131 -6.5746 0.4303
H -3.4348 1.2353 3.1748
H 4.9169 -3.0873 1.2030
H -0.4206 2.5037 1.8531
H 1.2025 0.6456 2.4330
H 6.1953 1.0754 0.6587
H -3.6586 -0.1062 -1.7360
H 6.7030 -0.2716 -2.2638
H -4.2196 2.3016 -5.1797
H 6.1441 1.3251 -2.1221
H -3.7128 -2.6310 0.6176
H 1.6112 4.4894 -0.7859
H 0.1814 5.0577 1.8024
*
```

***

[2]
Below is a molecular structure, C32H62Br8F3NiO12S5, with properties calculated with ωB97M-V with the def2-TZVPD basis set.

## Properties
Kohn-Sham gap (spin up / spin down) = 2.95 / 7.96 eV
HOMO energy (spin up / spin down) = -3.0 / -8.0 eV
<S²> = 3.753

```
! RIJCOSX wB97M-V def2-TZVPD def2/J DEFGRID3
* xyz 0 4
Br 3.2237 -3.5227 5.5870
Br -7.1156 -2.4027 0.6024
Br -3.4206 3.3257 4.8076
Br 0.5546 -5.8817 0.3489
Br 4.5131 -5.6560 2.9712
Br 0.5780 -1.5489 7.0300
Br -5.6512 6.3372 3.9421
Br -2.7944 -4.6380 0.1901
Ni 2.3397 1.2725 -1.1534
S 4.4329 -0.6860 1.1314
S -3.6167 0.4790 -3.8551
S 1.8619 3.2527 1.8532
S 0.9651 4.0367 -2.7565
S 1.3835 -0.4970 -4.1667
F 1.2709 -1.1836 2.0058
F -0.4163 -2.4425 1.3667
F 1.3694 -2.2509 0.0864
O -1.2529 0.1037 0.8830
O 3.3984 -0.1668 0.1840
O 4.0109 -0.6820 2.5598
O 2.0358 0.2263 -3.0783
O 0.3351 0.0783 -4.9326
O 1.6031 4.7849 -3.8455
O 2.4520 2.2788 0.8621
O 1.4765 4.6048 1.3662
O 1.7289 2.9825 -2.1214
O -2.6071 -0.1468 -3.0286
O 0.4630 0.6087 -0.4610
O -3.2477 1.6925 -4.6039
C 0.7265 -2.1314 5.1150
C 3.3963 -2.1987 -4.4960
C 4.8629 -2.4227 0.6580
C -4.9267 0.8294 -2.5628
C 2.5472 2.7595 4.4955
C 2.1634 -2.1222 4.5943
C 2.7732 -1.0781 -5.2519
C -0.2011 -0.4550 0.2066
C 6.2231 -2.2834 0.0107
C 6.0621 0.0059 0.9128
C -2.6201 -0.0089 0.5815
C 6.9853 -1.0968 0.5278
C -5.2539 -2.7908 -0.0675
C -0.7471 3.3034 -3.0873
C 0.8839 -2.2194 -3.6466
C 1.3657 1.8678 4.0425
C -4.6283 -0.6343 -4.8770
C 2.2148 -3.0021 -3.8448
C -5.9283 -0.7855 -4.0101
C -4.5990 3.5687 3.2463
C 1.8943 -5.2664 1.7509
C -4.5172 -3.8136 0.8993
C 2.9470 -6.3720 1.8951
C -6.2271 0.4993 -3.2303
C 3.1416 3.3881 3.1959
C -1.7804 4.1908 -2.5048
C 0.5812 -1.5182 0.9186
C -3.1394 -0.1654 2.0173
C -1.1543 5.5467 -2.0074
C 0.5580 2.5796 2.9324
C -4.7330 5.0442 2.6400
C 0.2827 5.1614 -1.5759
H -6.8529 -0.9496 -4.5635
H 3.2540 2.1504 5.0590
H 0.0937 -1.4905 4.5011
H -1.1425 6.2804 -2.8134
H -4.3858 -3.4469 1.9174
H -4.7544 0.0337 -5.7290
H -5.2384 5.0892 1.6753
H 2.3183 -4.3249 1.4016
H 2.2722 -2.4882 3.5734
H 3.5389 -0.3168 -5.4011
H -2.8057 -1.1160 2.4333
H 6.1301 0.8544 0.2319
H 0.4428 -2.2073 -2.6500
H -2.9784 -0.8083 -0.0671
H 4.0141 -2.8614 0.1335
H 2.3673 -3.2638 -2.7978
H 2.2143 -1.3419 -6.1497
H 0.1603 -2.4971 -4.4130
H -2.4326 4.4111 -3.3499
H -4.8497 -1.7785 -0.0750
H -2.7725 0.5953 2.7064
H 3.4084 4.4449 3.1964
H -2.4739 3.7516 -1.7876
H 2.5854 -1.1202 4.6721
H 2.1519 3.4566 5.2344
H 1.1933 -5.1276 2.5740
H 0.2963 -3.1276 5.0127
H 2.6079 -7.2868 2.3813
H 0.7202 1.5605 4.8653
H -0.8742 2.8945 -4.0896
H 5.8987 -2.0759 -1.0090
H -7.0130 0.3872 -2.4834
H -1.7370 5.9699 -1.1892
H -2.9238 0.9833 0.2478
H 2.0832 -3.9690 -4.3305
H 4.1425 -1.7931 -3.8128
H -3.7234 5.4296 2.4977
H 3.4385 -6.6885 0.9751
H 4.9994 -3.0062 1.5685
H -5.2831 -4.5852 0.9771
H -5.2688 -3.2429 -1.0592
H 1.7304 1.0012 3.4911
H -4.7589 1.8809 -2.3299
H 7.4856 -1.3842 1.4525
H 6.3850 0.3750 1.8862
H -5.7573 -1.5554 -3.2577
H 7.8348 -0.8099 -0.0920
H 4.1267 -2.8399 -4.9895
H -4.8040 0.2575 -1.6430
H -4.2877 2.8992 2.4444
H 0.0118 3.4823 3.2062
H -0.5904 -1.0689 -0.6055
H 0.3561 4.6005 -0.6441
H 0.9357 6.0329 -1.5282
H -0.0597 1.9395 2.3025
H -5.5508 3.2162 3.6438
H 6.7916 -3.2123 0.0563
H -0.7184 2.4746 -2.3799
H -4.2203 -0.0605 1.9235
H 4.0100 2.7660 2.9793
H -4.1504 -1.4474 -5.4235
H -6.6185 1.3354 -3.8099
*
```

***

[3]
Below is C5H8O2 in the gas phase, with properties calculated with ωB97M-V with the def2-TZVPD basis set.

## Properties
SMILES = O=C1CC[C@@H]1CO
ΔE to the lowest compared entry with this formula, charge and spin = 294.6 kJ/mol
Kohn-Sham gap = 10.18 eV
HOMO energy = -9.5 eV

```
! RIJCOSX wB97M-V def2-TZVPD def2/J DEFGRID3
* xyz 0 1
O -0.9806 -2.0891 -0.5077
O 2.6440 -0.0869 0.5675
C 0.0583 -0.1207 0.5775
C -0.6409 1.1749 0.0302
C -1.9199 0.2466 -0.4536
C 1.5164 -0.7033 -0.0008
C -1.0253 -0.9492 -0.1172
H 1.5827 -0.6446 -1.1047
H 0.4086 1.7064 -0.5655
H 2.7278 0.7776 0.1476
H -1.0366 1.9881 0.6685
H 0.2779 -0.0750 1.6426
H -2.7909 0.1962 0.2538
H 1.5746 -1.7666 0.3015
H -2.3962 0.3455 -1.4398
*
```

***

[4]
Below is 2 unconnected molecules or ions with the total composition C4H10N2OS, with properties calculated with ωB97M-V with the def2-TZVPD basis set.

## Properties
ΔE to the lowest compared entry with this formula, charge and spin = 387.9 kJ/mol
Kohn-Sham gap = 9.33 eV
HOMO energy = -8.5 eV

```
! RIJCOSX wB97M-V def2-TZVPD def2/J DEFGRID3
* xyz 0 1
S -2.1593 0.2090 -0.3311
O -2.3434 1.4284 0.3740
N -3.5403 -0.7585 -0.0083
N -2.7291 0.7449 -1.8162
C 2.1719 0.5411 2.4827
C 1.5623 0.3547 0.2188
C 1.7604 0.0044 -1.1049
C 2.3741 -0.0760 1.3061
H 3.1083 -0.8642 1.0242
H 1.3039 1.2362 2.6585
H -2.9133 1.7411 -1.8169
H -3.3798 -1.3468 0.7160
H -2.3731 0.2886 -2.5514
H 2.8506 0.5179 3.2577
H 1.3651 0.5756 -2.0098
H 0.9055 1.1415 0.3981
H -4.4413 -0.3386 -0.0340
H 2.2782 -0.8267 -1.4849
*
```

***

[5]
Below is 2 unconnected molecules or ions with the total composition C2H5Cl3NP, with properties calculated with ωB97M-V with the def2-TZVPD basis set.

## Properties
ΔE to the lowest compared entry with this formula, charge and spin = 0.0 kJ/mol
Kohn-Sham gap (spin up / spin down) = 8.24 / 8.98 eV
HOMO energy (spin up / spin down) = -7.6 / -9.9 eV
<S²> = 2.007

```
! RIJCOSX wB97M-V def2-TZVPD def2/J DEFGRID3
* xyz 0 3
Cl -0.5989 2.0094 -3.6857
Cl -0.5169 2.4855 0.0597
Cl -3.3571 0.8254 -3.0125
P -2.0867 2.2952 -2.4612
N -0.9871 -0.5934 -1.0608
C 0.3339 -0.0692 -0.8256
C 0.4020 0.9519 0.2698
H 1.4904 1.2092 0.2419
H -1.1657 -1.3668 -1.7978
H 1.2411 -0.5927 -0.4524
H 0.5167 0.4515 -1.8875
H 0.0971 0.5367 1.2482
*
```

***

[6]
Below is a molecular structure, C7H8N2NaO4, with properties calculated with ωB97M-V with the def2-TZVPD basis set.

## Properties
Kohn-Sham gap = 7.18 eV
HOMO energy = -11.9 eV

```
! RIJCOSX wB97M-V def2-TZVPD def2/J DEFGRID3
* xyz 1 1
Na -2.2210 0.4747 -3.3727
O -1.8904 1.4961 2.6650
O -1.4851 1.4150 0.2889
O 2.1548 0.6130 0.5206
O 3.1465 0.3061 1.3142
N 0.4761 1.3356 2.0970
N 0.2249 -0.9580 -2.6030
C -0.2597 -2.2239 -1.9862
C -0.9699 1.4344 1.6664
C -1.1645 0.1407 -0.4009
C -0.2803 0.1430 -1.7376
C -1.7136 -1.2680 0.2019
C 1.4434 1.8268 1.0422
C -1.1798 -2.5096 -0.7046
H 0.9448 2.3444 0.1151
H 0.1155 -3.2008 -2.5660
H -2.3603 -1.3696 1.1717
H -1.4666 -3.6155 -0.4136
H 0.0516 1.2282 -2.1156
H 0.6956 0.3466 2.4078
H 2.2327 2.6180 1.4621
H 3.5052 -0.5772 0.9472
*
```

***

Number 1: maximum force 5.20 eV/Å, total energy -3857.45216 hartree. Number 2: maximum force 5.61 eV/Å, total energy -26550.01661 hartree. Number 3: maximum force 4.19 eV/Å, total energy -345.69276 hartree. Number 4: maximum force 4.71 eV/Å, total energy -741.23026 hartree. Number 5: maximum force 2.69 eV/Å, total energy -1855.79500 hartree. Number 6: maximum force 9.31 eV/Å, total energy -843.69590 hartree.